Here is a structure of composition C24H37F24NO4Si2 at a distorted geometry from OMol25. Energies are from wB97M-V/def2-TZVPD.

Each line ends with the Mulliken charge.
Cartesian coordinates (Å):
C 0.301 -2.904 -1.752  -0.492
C 0.767 -3.940 -0.666  -0.156
C 2.187 -4.538 -0.956  -1.083
C 3.366 -3.551 -0.621  0.488
C 3.592 -3.379 0.931  -0.714
C 3.743 -1.885 1.405  -0.738
Si 2.124 -0.912 1.618  0.233
N 2.305 0.622 0.707  -0.360
C 2.004 0.404 -0.751  0.537
C 3.281 0.697 -1.602  -0.710
C 3.424 -0.196 -2.890  -0.813
O 1.878 -0.612 3.298  -0.128
Si 1.585 -2.079 4.158  0.617
H 1.147 -2.428 -2.288  -0.216
H -0.306 -2.091 -1.289  0.230
H -0.323 -3.430 -2.510  0.313
H 0.706 -3.532 0.367  0.052
H 0.045 -4.791 -0.697  0.429
H 2.229 -4.795 -2.034  0.383
H 2.322 -5.418 -0.286  0.379
H 4.278 -4.005 -1.072  0.366
H 3.231 -2.536 -1.052  -0.493
H 2.819 -3.966 1.469  0.294
H 4.566 -3.880 1.158  0.339
H 4.291 -1.884 2.380  0.444
H 4.377 -1.355 0.661  0.324
H 0.928 -1.588 1.106  -0.169
H 1.536 1.211 1.035  0.005
H 1.177 1.106 -1.016  0.413
H 1.605 -0.628 -0.911  -0.477
H 3.350 1.758 -1.937  0.362
H 4.155 0.532 -0.933  0.260
H 4.508 -0.381 -3.042  0.282
H 3.020 0.289 -3.806  0.313
H 2.907 -1.176 -2.803  0.001
H 0.341 -2.016 4.949  -0.189
H 2.686 -2.271 5.120  -0.159
H 1.470 -3.160 3.175  -0.152
C 1.125 2.994 6.684  -0.773
C 0.410 1.646 6.948  0.833
C -0.155 0.896 5.737  0.497
F -1.109 1.587 5.090  -0.217
F -0.736 -0.261 6.139  -0.255
F -0.545 1.833 7.884  -0.285
F 1.341 0.826 7.512  -0.320
O 0.397 4.218 6.895  -0.421
C -0.404 4.741 5.874  0.825
C -1.886 4.784 6.259  0.178
F -2.363 3.566 6.561  -0.210
F -2.621 5.256 5.222  -0.233
F -0.176 4.089 4.727  -0.237
F 0.021 6.005 5.676  -0.306
H 1.918 3.045 7.431  0.438
H 1.643 3.001 5.724  0.367
H 0.637 0.645 5.023  -0.053
H -2.040 5.432 7.125  0.234
C -3.131 -1.941 -7.037  -0.678
C -3.568 -3.363 -7.473  0.876
C -3.794 -4.415 -6.381  0.101
F -2.690 -4.691 -5.673  -0.203
F -4.185 -5.583 -6.947  -0.275
F -2.701 -3.818 -8.401  -0.271
F -4.763 -3.211 -8.111  -0.327
O -1.741 -1.584 -7.123  -0.403
C -0.856 -1.875 -6.075  0.803
C 0.242 -2.858 -6.502  0.173
F -0.273 -4.020 -6.936  -0.228
F 1.053 -3.148 -5.459  -0.188
F -1.534 -2.275 -4.990  -0.248
F -0.278 -0.705 -5.743  -0.310
H -3.603 -1.270 -7.756  0.393
H -3.556 -1.660 -6.072  0.322
H -4.581 -4.098 -5.690  0.269
H 0.847 -2.436 -7.307  0.194
C -2.522 3.748 1.896  -0.744
C -1.091 3.506 1.353  1.000
C -0.369 4.683 0.689  0.074
F -0.989 5.136 -0.410  -0.247
F 0.869 4.290 0.293  -0.240
F -1.111 2.430 0.532  -0.245
F -0.337 3.151 2.427  -0.352
O -3.645 3.326 1.102  -0.449
C -4.182 4.156 0.109  0.755
C -4.045 3.548 -1.291  0.206
F -2.762 3.311 -1.613  -0.207
F -4.539 4.400 -2.218  -0.265
F -3.669 5.390 0.200  -0.283
F -5.493 4.278 0.390  -0.303
H -2.595 3.117 2.784  0.273
H -2.653 4.766 2.266  0.442
H -0.250 5.514 1.390  0.279
H -4.590 2.604 -1.354  0.230

Atoms 1-6, force components in eV/Å:
-0.1422 -0.2129 0.3825
-0.0273 -0.4489 -0.4741
-0.2056 1.1736 0.6190
-0.2045 -0.3664 0.3897
0.8720 -0.3123 -0.4898
-0.3089 -0.8433 -0.0267

Properties
- Lowest unoccupied orbital energy: 0.40 eV
- Multiplicity: 1